60
Properties=species:S:1:pos:R:3 method="wB97M-V/def2-TZVPD" charge=-2 homo_energy_ev=-1.01 orbital_gap_ev=4.8 multiplicity=1
H -2.724 1.560 -1.532
C 0.146 -2.550 0.135
O 2.148 2.211 3.763
O -3.014 2.158 -0.818
C -2.849 -3.180 -4.367
Cl 7.073 -1.509 5.160
H -2.601 -1.209 -0.958
H 0.117 -3.368 0.875
H -3.981 -1.937 -1.822
C -0.219 -4.931 -1.643
C 4.490 -1.135 2.082
H 0.873 -1.804 0.496
C 5.493 -1.573 2.898
H -1.330 2.523 1.988
O -1.963 4.174 3.073
H 4.275 -1.634 1.141
C 5.006 0.150 4.501
C 2.450 -3.623 -1.432
H 2.645 -4.296 -0.582
H -2.555 -0.281 -5.185
O -1.404 6.458 2.081
Si 0.613 -3.230 -1.565
C 3.663 0.009 2.417
H 0.133 -5.594 -0.832
H -1.311 -4.838 -1.556
P -1.298 5.001 1.827
H -4.228 3.805 0.197
C 3.159 1.719 4.228
O -0.522 2.709 -0.854
H 5.204 0.646 5.448
C -2.390 4.445 0.414
O -0.018 4.258 1.531
H -0.007 -5.406 -2.610
H -1.168 5.381 -1.132
H -2.454 6.413 -0.464
H -1.982 0.616 -3.776
Si -1.993 -1.856 -3.328
H -2.462 -3.163 -5.397
C -2.616 -0.233 -4.087
H 3.029 -2.695 -1.280
H -2.853 5.098 -1.615
C 3.953 0.621 3.692
H -2.800 4.602 3.328
H -3.945 -3.042 -4.395
H 3.546 2.111 5.193
P -1.744 2.785 -0.044
H 6.095 -2.429 2.615
O -1.715 1.924 1.308
As 0.285 -1.909 -3.401
O 2.763 0.433 1.641
H -3.664 -0.026 -3.812
H 2.817 -4.099 -2.353
O -3.760 4.345 0.842
H -0.840 -2.071 0.118
H -2.666 -2.953 -1.186
Cs 1.068 2.110 1.304
C -2.894 -1.993 -1.669
H -2.630 -4.176 -3.951
C -2.207 5.397 -0.781
C 5.765 -0.918 4.124